[1]
Formula: C44H45InN7OSSbSe4Si
Source: the Open Molecules 2025 dataset
Level of theory: ωB97M-V/def2-TZVPD

Geometry (Å):
In  -0.027786  -1.572720  -0.537198
C  -1.466555  -1.797990  -4.958029
C  -0.846961  -2.141706  -3.637231
N  -0.357660  -1.256319  -2.845511
N  -0.327509  0.039270  -3.273836
C  0.314103  0.830835  -2.423716
O  0.850163  0.490772  -1.324015
C  0.444756  2.257871  -2.874117
C  -0.386193  2.786970  -3.856253
C  -0.283622  4.123819  -4.213294
C  0.651359  4.944608  -3.594101
C  1.501044  4.414823  -2.630223
C  1.399392  3.075978  -2.276471
C  -0.722238  -3.558779  -3.231741
C  -1.227124  -4.592393  -4.011651
C  -1.045638  -5.900378  -3.596363
C  -0.379091  -6.139807  -2.410033
C  0.108684  -5.048590  -1.700730
N  -0.049636  -3.798034  -2.102435
H  -1.469342  -0.720113  -5.077715
H  -0.904301  -2.250467  -5.780350
H  -2.493449  -2.168848  -5.000412
H  -1.123883  2.139547  -4.313638
H  -0.944007  4.529923  -4.971856
H  0.712812  5.995247  -3.856155
H  2.238696  5.047630  -2.150199
H  2.062012  2.644631  -1.535615
H  -1.771421  -4.372679  -4.920717
H  -1.452122  -6.720222  -4.174881
H  -0.258480  -7.141124  -2.020843
H  0.656318  -5.177820  -0.773823
Se  -1.063744  -4.078959  3.972586
Sb  -0.539464  -4.540400  1.626422
Se  -2.259663  -3.271279  0.091153
Se  1.500772  -2.970036  1.035731
Se  -3.084525  -5.243699  -0.783585
N  4.391018  -2.332396  -3.048268
C  3.115190  -2.592734  -2.606038
N  2.677155  -1.710775  -1.768894
C  3.723049  -0.803859  -1.606884
C  3.830118  0.306802  -0.767050
C  5.003945  1.037631  -0.814291
C  6.064006  0.677237  -1.662376
C  5.991017  -0.444332  -2.469337
C  4.809884  -1.179446  -2.412909
H  4.930011  -2.901895  -3.668885
H  2.551084  -3.450869  -2.943083
H  3.013671  0.556612  -0.099139
H  5.115671  1.908117  -0.177459
H  6.962481  1.283604  -1.677682
H  6.820510  -0.738087  -3.102813
C  -0.557786  4.403291  2.426781
C  0.250839  3.837974  1.447818
C  -0.098653  2.623358  0.871628
C  -1.268346  1.945308  1.238006
C  -2.074584  2.538657  2.215027
C  -1.722441  3.748318  2.810050
Si  -1.801735  0.305418  0.397913
C  -2.810411  0.933974  -1.108255
C  -3.086400  2.289413  -1.325864
C  -3.922831  2.703706  -2.360603
C  -4.493199  1.768921  -3.213443
C  -4.229455  0.414930  -3.019306
C  -3.405329  0.009269  -1.978140
C  -3.207159  -0.266440  1.552596
C  -4.561389  -0.061100  1.269898
C  -5.552987  -0.534985  2.125528
C  -5.207693  -1.223357  3.280526
C  -3.866813  -1.417612  3.590754
C  -2.885562  -0.936512  2.737065
H  -0.285556  5.348421  2.885105
H  1.165313  4.338702  1.143054
H  0.549438  2.172882  0.128118
H  -2.989480  2.043407  2.524333
H  -2.360201  4.178715  3.576008
H  -2.649271  3.034560  -0.669303
H  -4.118608  3.761592  -2.504791
H  -5.139206  2.090283  -4.024081
H  -4.673170  -0.324507  -3.678404
H  -3.236395  -1.055181  -1.822895
H  -4.852217  0.463524  0.367356
H  -6.597859  -0.379868  1.875048
H  -5.982714  -1.625125  3.924327
H  -3.566527  -1.984277  4.463950
H  -1.844612  -1.132020  2.984429
C  4.188048  0.513266  3.319280
N  3.282357  0.469467  4.456656
C  3.864627  -0.159415  5.636890
C  1.930745  0.293343  4.197877
S  1.312479  0.126734  2.686228
N  1.145794  0.275246  5.347542
C  1.235579  1.450052  6.201404
C  -0.218067  -0.233584  5.212837
H  5.203247  0.652982  3.697575
H  3.932523  1.345111  2.664559
H  4.135791  -0.404212  2.724477
H  4.347702  -1.106864  5.369248
H  3.089847  -0.368773  6.366651
H  4.615460  0.496218  6.086318
H  2.250085  1.845529  6.202709
H  0.955073  1.186783  7.224295
H  0.555665  2.238725  5.847469
H  -0.209423  -1.217686  4.743565
H  -0.850867  0.439114  4.621685
H  -0.638171  -0.330849  6.218456

Forces on atoms 1 to 2 (eV/Å):
In 0.1010 0.0150 0.3153
C 0.0540 0.0235 -0.0155

Summary:
Molar mass = 1300.46 g/mol
Net charge = -2
HOMO level = -0.96 eV
DFT total energy = -350651.73421 eV
Energy above the lowest of the compared OMol25 structures with the same formula, charge and spin = 0.8752 eV

Löwdin population analysis, charges in e, atoms 1 to 99: number 1, In, carries 0.1812; number 2, C, carries -0.0307; number 3, C, carries -0.2580; number 4, N, carries -0.0004; number 5, N, carries 0.0714; number 6, C, carries -0.4644; number 7, O, carries -0.1725; number 8, C, carries -0.1256; number 9, C, carries -0.0318; number 10, C, carries -0.0955; number 11, C, carries -0.1125; number 12, C, carries -0.0897; number 13, C, carries -0.0287; number 14, C, carries -0.2584; number 15, C, carries -0.0388; number 16, C, carries -0.1207; number 17, C, carries -0.1224; number 18, C, carries -0.2583; number 19, N, carries 0.0220; number 20, H, carries 0.0570; number 21, H, carries 0.0813; number 22, H, carries 0.0825; number 23, H, carries 0.1051; number 24, H, carries 0.0925; number 25, H, carries 0.0884; number 26, H, carries 0.0938; number 27, H, carries 0.1042; number 28, H, carries 0.0997; number 29, H, carries 0.0998; number 30, H, carries 0.1032; number 31, H, carries 0.0164; number 32, Se, carries -0.3394; number 33, Sb, carries 0.2010; number 34, Se, carries -0.1766; number 35, Se, carries -0.0756; number 36, Se, carries -0.1787; number 37, N, carries 0.1082; number 38, C, carries -0.1510; number 39, N, carries 0.0919; number 40, C, carries -0.2082; number 41, C, carries -0.0042; number 42, C, carries -0.0965; number 43, C, carries -0.1180; number 44, C, carries -0.0451; number 45, C, carries -0.2039; number 46, H, carries 0.1396; number 47, H, carries 0.1235; number 48, H, carries 0.0958; number 49, H, carries 0.0938; number 50, H, carries 0.0881; number 51, H, carries 0.0956; number 52, C, carries -0.1206; number 53, C, carries -0.0979; number 54, C, carries -0.1316; number 55, C, carries -0.2939; number 56, C, carries -0.0953; number 57, C, carries -0.1053; number 58, Si, carries 0.6954; number 59, C, carries -0.2836; number 60, C, carries -0.0888; number 61, C, carries -0.1091; number 62, C, carries -0.1191; number 63, C, carries -0.0949; number 64, C, carries -0.1146; number 65, C, carries -0.3305; number 66, C, carries -0.0991; number 67, C, carries -0.1041; number 68, C, carries -0.1063; number 69, C, carries -0.0945; number 70, C, carries -0.1447; number 71, H, carries 0.0843; number 72, H, carries 0.0923; number 73, H, carries 0.0647; number 74, H, carries 0.0958; number 75, H, carries 0.0884; number 76, H, carries 0.0960; number 77, H, carries 0.0900; number 78, H, carries 0.0849; number 79, H, carries 0.0948; number 80, H, carries 0.0802; number 81, H, carries 0.0917; number 82, H, carries 0.0872; number 83, H, carries 0.0872; number 84, H, carries 0.0769; number 85, H, carries 0.0630; number 86, C, carries -0.1210; number 87, N, carries -0.2287; number 88, C, carries -0.0765; number 89, C, carries -0.7563; number 90, S, carries 0.7613; number 91, N, carries -0.2468; number 92, C, carries -0.0827; number 93, C, carries -0.1112; number 94, H, carries 0.0776; number 95, H, carries 0.0666; number 96, H, carries 0.0800; number 97, H, carries 0.0907; number 98, H, carries 0.0756; number 99, H, carries 0.0785

[2]
Formula: C44H45N2O3Si2TeTl
Source: the Open Molecules 2025 dataset
Level of theory: ωB97M-V/def2-TZVPD

Geometry (Å):
Tl  -2.386016  1.843839  -0.555215
C  5.475620  0.039063  0.242073
C  3.975654  0.111165  0.366992
C  3.344359  -0.357833  1.496821
C  1.919639  -0.367684  1.611573
C  1.299784  -1.116112  2.564248
O  -0.086371  -1.117044  2.675514
C  1.919073  -2.041862  3.529415
C  1.369169  -2.138508  4.812475
C  1.884548  -3.020039  5.747937
C  2.954423  -3.843344  5.420428
C  3.491654  -3.778210  4.142575
C  2.981030  -2.890544  3.207137
C  1.088990  0.561871  0.688513
O  -0.195375  -0.055842  0.317107
C  1.846979  0.959201  -0.581377
C  3.227085  0.679256  -0.662136
C  1.285278  1.822764  -1.562448
N  0.028170  2.222478  -1.634162
C  -0.300955  3.313464  -2.539364
C  -0.669519  2.923556  -3.968429
Te  -2.144133  1.373362  -4.095236
C  -0.707203  -0.179538  -4.145937
C  -0.166101  -0.682022  -2.968258
C  0.854392  -1.622594  -3.019995
C  1.324939  -2.077194  -4.244426
C  0.773962  -1.589139  -5.422343
C  -0.239161  -0.639009  -5.373877
C  2.257394  2.347607  -2.591624
C  2.432320  1.691655  -3.805451
C  3.322440  2.183474  -4.752108
C  4.042663  3.342150  -4.499708
C  3.874054  4.002755  -3.288816
C  2.992474  3.503499  -2.342012
H  5.896074  -0.687216  0.940122
H  5.941164  1.007006  0.450689
H  5.771930  -0.250234  -0.768525
H  3.932926  -0.786716  2.296521
H  0.523504  -1.510825  5.063822
H  1.447105  -3.067616  6.738010
H  3.356904  -4.535234  6.149679
H  4.309562  -4.432171  3.864899
H  3.392432  -2.865675  2.206915
H  3.769090  0.981707  -1.547232
H  0.501751  4.057890  -2.607007
H  -1.162332  3.837837  -2.108196
H  0.185108  2.548743  -4.528098
H  -1.078085  3.783755  -4.502293
H  -0.514929  -0.320221  -2.009929
H  1.294331  -1.975420  -2.095190
H  2.126118  -2.805316  -4.281452
H  1.136528  -1.940959  -6.380798
H  -0.659505  -0.247109  -6.292178
H  1.880333  0.780042  -4.000886
H  3.453004  1.654643  -5.688802
H  4.735068  3.726683  -5.238547
H  4.437147  4.904405  -3.079569
H  2.873586  4.002935  -1.386995
C  0.755754  1.810492  1.512753
Si  -0.740234  -1.368935  1.154961
C  -0.056919  -2.933291  0.406732
C  -2.557868  -1.629331  1.542918
C  -2.755413  -2.208781  2.806451
C  -4.024522  -2.519210  3.272042
C  -5.125395  -2.261680  2.465554
C  -4.937806  -1.726150  1.199889
C  -3.666877  -1.414232  0.703335
Si  -3.437911  -0.675834  -1.042861
C  -5.192993  -0.190872  -1.599237
C  -3.039075  -2.191647  -2.128949
H  0.175994  1.528343  2.393230
H  0.188285  2.519709  0.910013
H  1.689805  2.275883  1.835169
H  -0.297212  -3.790910  1.040325
H  1.026188  -2.879818  0.279287
H  -0.509747  -3.105505  -0.572611
H  -1.901947  -2.398430  3.448112
H  -4.151729  -2.950296  4.258272
H  -6.126105  -2.482362  2.819710
H  -5.806781  -1.534147  0.581911
H  -5.871594  -1.047775  -1.669943
H  -5.153196  0.277088  -2.587621
H  -5.626562  0.537397  -0.907526
H  -3.822780  -2.947105  -2.006085
H  -2.079767  -2.653096  -1.889110
H  -3.000063  -1.908549  -3.184692
O  -4.902433  1.991256  1.596250
N  -3.932113  2.109538  2.424234
C  -3.537766  1.050435  3.172106
C  -2.466886  1.147422  4.033596
C  -1.778895  2.343482  4.161092
C  -2.190742  3.416757  3.387479
C  -3.253997  3.281194  2.522109
H  -4.120261  0.156506  3.012288
H  -2.169365  0.260882  4.575634
H  -0.927683  2.427519  4.822309
H  -1.674602  4.366212  3.422641
H  -3.618859  4.052264  1.863387

Forces on atoms 1 to 2 (eV/Å):
Tl 0.1611 -0.0847 -0.0612
C -0.0011 0.0043 0.0015

Summary:
Molar mass = 1038.01 g/mol
Net charge = -1
Multiplicity = 2
HOMO level (spin up / spin down) = -2.49 / -3.39 eV
DFT total energy = -83224.49783 eV
Energy above the lowest of the compared OMol25 structures with the same formula, charge and spin = 0.0000 eV

List of Löwdin charges in e, atom by atom: number 1, Tl, carries 0.6306; number 2, C, carries -0.0672; number 3, C, carries -0.2991; number 4, C, carries -0.0313; number 5, C, carries -0.1003; number 6, C, carries -0.2459; number 7, O, carries -0.1150; number 8, C, carries -0.1421; number 9, C, carries -0.0258; number 10, C, carries -0.0958; number 11, C, carries -0.1127; number 12, C, carries -0.0928; number 13, C, carries -0.0406; number 14, C, carries -0.3491; number 15, O, carries -0.2020; number 16, C, carries -0.0921; number 17, C, carries -0.0147; number 18, C, carries -0.2486; number 19, N, carries -0.0483; number 20, C, carries -0.3890; number 21, C, carries -0.4725; number 22, Te, carries 1.2479; number 23, C, carries -0.5412; number 24, C, carries -0.1609; number 25, C, carries -0.0702; number 26, C, carries -0.0908; number 27, C, carries -0.1050; number 28, C, carries -0.1593; number 29, C, carries -0.2050; number 30, C, carries -0.0336; number 31, C, carries -0.0773; number 32, C, carries -0.1045; number 33, C, carries -0.0884; number 34, C, carries -0.0423; number 35, H, carries 0.0659; number 36, H, carries 0.0730; number 37, H, carries 0.0711; number 38, H, carries 0.0978; number 39, H, carries 0.1102; number 40, H, carries 0.0952; number 41, H, carries 0.0912; number 42, H, carries 0.0966; number 43, H, carries 0.1104; number 44, H, carries 0.1054; number 45, H, carries 0.1040; number 46, H, carries 0.0421; number 47, H, carries 0.0316; number 48, H, carries 0.0395; number 49, H, carries 0.0510; number 50, H, carries 0.1007; number 51, H, carries 0.0983; number 52, H, carries 0.0943; number 53, H, carries 0.0823; number 54, H, carries 0.0991; number 55, H, carries 0.0996; number 56, H, carries 0.0917; number 57, H, carries 0.0951; number 58, H, carries 0.1250; number 59, C, carries 0.0070; number 60, Si, carries 0.4126; number 61, C, carries -0.0935; number 62, C, carries -0.2233; number 63, C, carries -0.1170; number 64, C, carries -0.1055; number 65, C, carries -0.1007; number 66, C, carries -0.1018; number 67, C, carries -0.3017; number 68, Si, carries 0.3852; number 69, C, carries -0.2670; number 70, C, carries -0.2239; number 71, H, carries 0.0727; number 72, H, carries 0.0524; number 73, H, carries 0.1014; number 74, H, carries 0.0453; number 75, H, carries 0.0381; number 76, H, carries 0.0164; number 77, H, carries 0.0960; number 78, H, carries 0.0953; number 79, H, carries 0.0968; number 80, H, carries 0.0883; number 81, H, carries 0.0184; number 82, H, carries 0.0019; number 83, H, carries 0.0176; number 84, H, carries 0.0244; number 85, H, carries -0.0052; number 86, H, carries 0.0133; number 87, O, carries -0.1376; number 88, N, carries -0.2653; number 89, C, carries -0.0088; number 90, C, carries -0.0416; number 91, C, carries -0.0908; number 92, C, carries -0.0642; number 93, C, carries -0.0785; number 94, H, carries 0.1104; number 95, H, carries 0.1103; number 96, H, carries 0.1068; number 97, H, carries 0.1101; number 98, H, carries 0.1190

Which of these has the highest net charge? C44H45N2O3Si2TeTl